A) Here is C6H11N as an isolated structure from OMol25. Energies are from the ωB97M-V functional and the def2-TZVPD basis.

Results
HOMO ... -0.240 hartree
Spin multiplicity ... 1

Last column: natural (NBO) charge in e.
Element x y z (Å)
C 0.3027 -0.9216 1.9790  -0.5689
C -0.5330 -1.1850 0.7563  -0.4677
N -0.0588 1.4514 1.4469  -0.7220
C -0.3609 1.2215 0.0275  -0.3069
C -0.0558 -0.2034 -0.2827  0.1594
C 0.3252 -0.5720 -1.5410  -0.2900
C 0.5282 0.1198 -2.7460  -0.3051
H 0.0219 -1.2419 2.9631  0.2273
H 1.3583 -1.1673 1.7381  0.2080
H -0.4379 -2.1697 0.2966  0.2119
H -1.5848 -1.0071 1.0118  0.2367
H -0.9243 1.9432 1.7428  0.3394
H 0.3018 0.3149 1.8625  0.3004
H -1.3979 1.5284 -0.1521  0.2079
H 0.3085 1.7915 -0.6979  0.1594
H 0.3340 -1.6604 -1.6894  0.1975
H 0.7110 -0.4792 -3.6346  0.2104
H 0.4833 1.2323 -2.7275  0.2023

=====

B) Here is C6H11N as an isolated structure from OMol25. Energies are from the ωB97M-V functional and the def2-TZVPD basis.

Results
HOMO ... -0.267 hartree
Spin multiplicity ... 1

Last column: natural (NBO) charge in e.
Element x y z (Å)
C -0.2384 -0.0246 -2.0503  -0.3264
C -0.4629 1.1041 -1.0946  -0.4322
C -0.7224 0.5446 0.3126  -0.4009
C 0.5307 -0.0187 0.9842  -0.3271
C 0.2076 -0.7078 2.3176  -0.5905
C 1.3573 -0.9617 0.1018  0.1580
N 1.0448 -1.0166 -1.1341  -0.5739
H 1.1642 -1.3114 -2.0635  0.4309
H -1.1304 -0.6503 -2.2272  0.1944
H 0.1484 0.3024 -3.0430  0.1970
H 0.4373 1.7347 -1.0791  0.2020
H -1.2927 1.7537 -1.3946  0.2084
H -1.1348 1.3338 0.9482  0.2112
H -1.4845 -0.2469 0.2522  0.1969
H 1.2118 0.8209 1.2092  0.2225
H -0.3135 -0.0216 2.9974  0.2035
H -0.4430 -1.5750 2.1548  0.2030
H 1.1204 -1.0597 2.8085  0.2232

=====

Short version: A) is the least stable of them.

=====

A) Here is a 2-piece molecular cluster, C6H16N overall from OMol25. Energies are from the ωB97M-V functional and the def2-TZVPD basis.

Results
HOMO ... -0.517 hartree
Spin multiplicity ... 1
Charge ... +1

Last column: natural (NBO) charge in e.
Element x y z (Å)
C -0.0394 -1.8856 1.0906  -0.6915
C -0.1936 -0.4945 0.5149  0.2141
C -0.6847 -0.0582 -0.7251  -0.4019
C 0.8589 -0.1743 -0.9451  -0.5403
C 2.0225 0.7992 -0.5404  -0.3709
C 1.5732 2.2521 -1.0121  -0.6310
N -2.9357 -0.3578 1.4074  -1.0995
H 0.6127 -1.8564 1.9769  0.2545
H -1.0012 -2.3412 1.4170  0.2898
H 0.3436 -2.6188 0.3615  0.2458
H -0.1645 0.2612 1.3114  0.2598
H -1.1459 -0.8081 -1.3893  0.2623
H -1.2384 0.8704 -0.6462  0.2782
H 0.8833 -0.0139 -2.0718  0.3711
H 1.3297 -1.1271 -1.0569  0.2958
H 2.1323 0.6320 0.5608  0.2109
H 2.9314 0.5108 -1.1515  0.2431
H 0.4642 2.3505 -0.7137  0.1983
H 1.7584 2.2984 -2.1114  0.2245
H 2.2441 3.1107 -0.7212  0.2534
H -3.1930 -1.3434 1.3679  0.3650
H -3.4103 -0.0404 2.2414  0.3965
H -3.2173 -0.0129 0.4770  0.3721

=====

B) Here is a 3-piece molecular cluster, C6H16N overall from OMol25. Energies are from the ωB97M-V functional and the def2-TZVPD basis.

Results
HOMO ... -0.517 hartree
Spin multiplicity ... 1
Charge ... +1

Last column: Löwdin charge in e.
Element x y z (Å)
C -1.5667 0.8857 -1.0184  -0.0658
C -0.3755 1.4112 -0.3020  -0.1412
C 0.9364 1.0514 -0.4268  -0.0843
C 0.1116 0.3175 1.6475  0.2787
C 1.4425 -0.1413 -1.1755  -0.2047
C 2.5342 -0.9014 -0.3816  -0.0617
N -2.5427 -1.2695 0.9044  0.0335
H -1.3985 -0.0925 -1.4717  0.0759
H -1.8480 1.5034 -1.8755  0.1100
H -2.3976 0.8085 -0.3256  0.0690
H -0.5725 2.3330 0.2306  0.1342
H 1.7166 1.7238 -0.0776  0.1447
H 0.8394 1.0851 1.8749  0.0721
H 0.3977 -0.6193 1.1929  0.0424
H -0.9107 0.4612 1.9672  0.0577
H 1.8851 0.1124 -2.1401  0.1391
H 0.5540 -0.7381 -1.3746  0.1029
H 2.0777 -1.3891 0.4732  0.0604
H 3.2482 -0.1554 -0.0350  0.0876
H 3.0056 -1.6405 -1.0183  0.0878
H -1.7214 -1.6433 0.4387  0.0148
H -2.2428 -1.0472 1.8492  0.0058
H -3.1726 -2.0556 1.0442  0.0413

=====

C) Here is a 2-piece molecular cluster, C6H16N overall from OMol25. Energies are from the ωB97M-V functional and the def2-TZVPD basis.

Results
HOMO ... -0.518 hartree
Spin multiplicity ... 1
Charge ... +1

Last column: natural (NBO) charge in e.
Element x y z (Å)
C -1.2907 1.9957 0.3185  -0.7719
C -0.7221 0.8981 -0.5692  0.2797
C 0.6539 0.2491 -0.2711  -0.3366
C 1.6432 0.3112 -1.4235  -0.6324
C 0.4940 -1.2136 0.3173  -0.3582
C 1.9459 -1.7846 1.0056  -0.6038
N -2.7189 -0.5347 0.5554  -0.9948
H -2.4593 1.9902 0.7566  0.3256
H -0.6048 2.1405 1.2451  0.2687
H -1.1043 3.0606 -0.1946  0.3255
H -0.7307 0.9694 -1.6786  0.2497
H 1.1042 0.8780 0.5348  0.2604
H 2.1900 1.2976 -1.5190  0.2491
H 2.3078 -0.5878 -1.4429  0.2557
H 1.1200 0.1850 -2.3950  0.2208
H -0.3393 -1.0536 1.0015  0.2384
H 0.2537 -1.7540 -0.6247  0.2108
H 1.6827 -2.2942 1.9743  0.2489
H 2.3347 -2.4224 0.2013  0.2260
H 2.6979 -0.9199 1.1417  0.2201
H -2.0754 0.2676 -0.0932  0.3083
H -3.5239 -0.2951 1.1545  0.4187
H -2.8585 -1.3830 0.0051  0.3913

=====

D) Here is a 2-piece molecular cluster, C6H16N overall from OMol25. Energies are from the ωB97M-V functional and the def2-TZVPD basis.

Results
HOMO ... -0.550 hartree
Spin multiplicity ... 1
Charge ... +1

Last column: natural (NBO) charge in e.
Element x y z (Å)
C 1.2198 1.5844 0.2555  -0.6206
C 1.7063 -1.9733 -1.3133  -0.5987
C 0.9745 -0.8232 -0.6285  -0.3991
C 1.8755 0.3880 -0.4245  -0.4063
H 0.5069 2.0746 -0.4132  0.1957
H 1.9639 2.3365 0.5123  0.2489
H 0.7122 1.3238 1.1866  0.1762
H 1.0278 -2.7739 -1.5882  0.2170
H 2.4426 -2.3855 -0.6267  0.2186
H 2.2356 -1.6397 -2.2014  0.2176
H 0.6186 -1.2185 0.3323  0.1843
H 0.0909 -0.5660 -1.2304  0.1569
H 2.7541 0.0727 0.1326  0.2179
H 2.2354 0.7013 -1.4039  0.2148
C -2.1058 0.4393 1.9224  -0.4334
C -2.7700 0.1780 -0.4085  0.1306
N -1.8860 0.4068 0.4682  -0.3956
H -1.7613 1.3978 2.3084  0.2530
H -1.5115 -0.3535 2.3667  0.2495
H -3.1588 0.2966 2.1402  0.2368
H -3.8150 0.1025 -0.1204  0.2300
H -2.4491 0.0917 -1.4397  0.2350
H -0.9068 0.3394 0.1737  0.4709

=====

Short version: C) is the least stable of them.

=====

A) Here is C20H33N5O4 in the gas phase from OMol25. Energies are from the ωB97M-V functional and the def2-TZVPD basis.

Results
HOMO ... -0.341 hartree
Spin multiplicity ... 1
SMILES ... CCO[C@H]1CCN(C(=O)CO[C@H]2C[C@@H](NC(=O)CCc3ncnn3C)C2)C[C@@H]1C

Last column: natural (NBO) charge in e.
Element x y z (Å)
C -6.4443 1.3669 -2.1047  -0.6184
C -5.2458 1.0729 -1.2322  -0.0563
O -4.1053 1.6515 -1.8384  -0.5441
C -2.9305 1.6036 -1.0512  0.1090
C -2.3405 0.1972 -0.9876  -0.4306
C -1.0016 0.1972 -0.2568  -0.2252
N -0.0833 1.1452 -0.8764  -0.4393
C 0.9158 0.8400 -1.7528  0.6628
O 1.4288 1.6818 -2.4714  -0.6351
C 1.3697 -0.6150 -1.8219  -0.1510
O 2.7435 -0.8455 -2.0685  -0.5513
C 3.6978 0.2165 -2.0362  0.1045
C 3.7787 0.9245 -0.6650  -0.4287
C 4.8063 -0.1422 -0.2177  -0.0500
N 4.1603 -1.2656 0.4413  -0.6114
C 3.7063 -1.1480 1.7124  0.6774
O 4.0376 -0.2418 2.4582  -0.6342
C 2.6803 -2.1794 2.1374  -0.4800
C 1.3546 -1.4459 2.3887  -0.4367
C 0.2214 -2.3874 2.6016  0.3704
N -0.6036 -2.8078 1.6571  -0.5183
C -1.4115 -3.6713 2.3216  0.1391
N -1.1407 -3.8093 3.5991  -0.2907
N -0.0865 -2.9806 3.7666  -0.1818
C 0.5264 -2.8378 5.0689  -0.4063
C 5.0495 -0.4459 -1.7102  -0.4225
C -0.6107 2.5037 -0.8855  -0.2231
C -1.9336 2.5927 -1.6449  -0.2340
C -2.4665 4.0178 -1.6197  -0.6077
H -7.3455 0.9332 -1.6701  0.2105
H -6.5886 2.4425 -2.2048  0.2117
H -6.3021 0.9450 -3.0995  0.2135
H -5.3828 1.4971 -0.2282  0.1599
H -5.1178 -0.0098 -1.1179  0.1602
H -3.1719 1.9336 -0.0251  0.1565
H -3.0203 -0.4877 -0.4774  0.2172
H -2.2048 -0.1681 -2.0101  0.2086
H -1.1507 0.5105 0.7826  0.1941
H -0.5923 -0.8069 -0.2213  0.2364
H 1.1167 -1.1438 -0.9008  0.1795
H 0.8004 -1.0820 -2.6322  0.2102
H 3.6179 0.8389 -2.9217  0.2045
H 4.2233 1.9141 -0.7649  0.2247
H 2.8705 1.0045 -0.0671  0.2107
H 5.6459 0.1924 0.3852  0.2184
H 3.6890 -1.9178 -0.1662  0.4066
H 2.5412 -2.9508 1.3781  0.2129
H 3.0269 -2.6627 3.0525  0.2267
H 1.4774 -0.7610 3.2277  0.2384
H 1.1048 -0.8377 1.5171  0.2309
H -2.2188 -4.2095 1.8529  0.1981
H 1.3772 -2.1662 4.9912  0.2165
H -0.1944 -2.4302 5.7750  0.2186
H 0.8637 -3.8101 5.4216  0.2207
H 5.1587 -1.4899 -2.0041  0.2169
H 5.8842 0.1340 -2.1003  0.2204
H -0.7632 2.8116 0.1556  0.1896
H 0.1314 3.1585 -1.3328  0.2481
H -1.7476 2.2908 -2.6817  0.2121
H -2.6415 4.3440 -0.5904  0.1980
H -1.7520 4.7067 -2.0728  0.2128
H -3.4073 4.0892 -2.1619  0.2291

=====

B) Here is C20H33N5O4 in the gas phase from OMol25. Energies are from the ωB97M-V functional and the def2-TZVPD basis.

Results
HOMO ... -0.340 hartree
Spin multiplicity ... 1
SMILES ... CCO[C@H]1CCN(C(=O)CO[C@H]2C[C@@H](NC(=O)CCc3ncnn3C)C2)C[C@@H]1C

Last column: natural (NBO) charge in e.
Element x y z (Å)
C -4.2291 2.2955 -5.0482  -0.6185
C -3.9477 2.2691 -3.5635  -0.0555
O -2.5619 2.0533 -3.3810  -0.5435
C -2.1272 2.1173 -2.0361  0.1222
C -2.4727 0.8392 -1.2752  -0.4408
C -1.8915 0.8771 0.1340  -0.2112
N -0.4556 1.1038 0.0837  -0.4309
C 0.4800 0.1402 0.2691  0.6708
O 1.6583 0.2934 -0.0083  -0.6374
C 0.0069 -1.1988 0.8405  -0.1588
O 1.1494 -1.8635 1.2865  -0.5330
C 1.0320 -3.2678 1.4466  0.0966
C 1.0118 -3.9717 0.0687  -0.4419
C 2.5612 -3.8912 0.0776  -0.0421
N 3.0690 -2.6759 -0.5328  -0.6253
C 3.1826 -2.5960 -1.8799  0.6828
O 3.0508 -3.5591 -2.6211  -0.6508
C 3.4661 -1.2124 -2.4324  -0.4838
C 2.2888 -0.7661 -3.3079  -0.4372
C 2.5950 0.4664 -4.0849  0.3701
N 2.2325 1.6981 -3.7706  -0.5106
C 2.7774 2.4395 -4.7664  0.1381
N 3.4492 1.7547 -5.6635  -0.2957
N 3.3245 0.4862 -5.2144  -0.1821
C 3.9247 -0.6079 -5.9450  -0.4094
C 2.4751 -3.7651 1.6156  -0.4085
C -0.0868 2.3334 -0.6091  -0.2160
C -0.6241 2.3652 -2.0390  -0.2455
C -0.2675 3.6871 -2.7012  -0.6073
H -5.2910 2.4636 -5.2308  0.2097
H -3.6621 3.0927 -5.5283  0.2135
H -3.9440 1.3483 -5.5056  0.2132
H -4.2359 3.2208 -3.0968  0.1600
H -4.5328 1.4759 -3.0820  0.1566
H -2.6202 2.9712 -1.5386  0.1552
H -3.5548 0.7032 -1.2176  0.2130
H -2.0576 -0.0113 -1.8246  0.2089
H -2.3438 1.6983 0.7005  0.1961
H -2.1196 -0.0396 0.6702  0.2116
H -0.6991 -1.0545 1.6662  0.1839
H -0.5115 -1.7538 0.0470  0.1898
H 0.2737 -3.5224 2.1930  0.1737
H 0.6695 -5.0030 0.1568  0.2174
H 0.4944 -3.4868 -0.7585  0.2125
H 3.0951 -4.7401 -0.3388  0.2231
H 2.8815 -1.8084 -0.0426  0.4365
H 3.6363 -0.4812 -1.6430  0.2364
H 4.3724 -1.2911 -3.0371  0.2213
H 2.0163 -1.5840 -3.9773  0.2336
H 1.4266 -0.5497 -2.6760  0.2369
H 2.6756 3.5107 -4.8326  0.1948
H 3.7417 -1.5378 -5.4126  0.2223
H 3.4912 -0.6693 -6.9415  0.2161
H 4.9972 -0.4453 -6.0306  0.2177
H 3.1590 -3.0773 2.1110  0.2230
H 2.5150 -4.7444 2.0895  0.2165
H -0.4971 3.1765 -0.0401  0.1859
H 0.9967 2.4128 -0.6123  0.2549
H -0.1426 1.5589 -2.6003  0.2273
H -0.7130 4.5272 -2.1594  0.1925
H 0.8146 3.8181 -2.7146  0.2238
H -0.6287 3.7113 -3.7280  0.2272

=====

Short version: A) is the least stable of them.